Record 1
2 unconnected molecules or ions with the total composition C3H9N2S. Source: the OMol25 dataset; level of theory: ωB97M-V/def2-TZVPD.

Properties
* relative energy (zero: lowest compared OMol25 entry of this formula, charge and spin): 57.1 kcal/mol
* charge: +1
* DFT total energy: -627.0791 a.u.
* Kohn-Sham gap: 10.11 eV

The geometry in XYZ format:
```
15
C3H9N2S ωB97M-V/def2-TZVPD
C -1.4219 -0.3572 0.2113
C -0.6516 -1.5886 -0.2211
C 0.9140 0.3513 -0.3025
N 1.7999 1.4005 -0.0410
N -0.3920 0.6876 0.3791
S 1.1822 -1.3477 0.0420
H -2.1631 -0.0451 -0.4761
H -1.8558 -0.5340 1.2195
H -1.0051 -2.3622 0.3449
H -0.7252 -1.9500 -1.2118
H 0.5522 0.3402 -1.7764
H 1.9716 1.5466 0.9805
H 2.5874 1.4926 -0.5613
H -0.6240 1.5467 0.0279
H -0.1684 0.8193 1.3850
```



Record 2
A molecular structure, C10H32NaO6. Source: the OMol25 dataset; level of theory: ωB97M-V/def2-TZVPD.

Properties
* relative energy (zero: lowest compared OMol25 entry of this formula, charge and spin): 27.1 kcal/mol
* charge: +1
* DFT total energy: -1013.7251 a.u.
* Kohn-Sham gap: 11.07 eV

The geometry in XYZ format:
```
49
C10H32NaO6 ωB97M-V/def2-TZVPD
Na -0.3900 0.5312 -0.4150
C -0.0100 -3.4344 -2.3303
C 0.7896 -2.7394 -1.2338
O 0.9241 -1.4388 -1.6281
H -1.0258 -3.0474 -2.4108
H -0.0386 -4.4736 -2.0027
H 0.4698 -3.5861 -3.2972
H 1.7831 -3.1640 -1.0893
H 0.2257 -2.8575 -0.3085
H 1.6387 -1.3623 -2.2645
C -3.1746 -2.2293 -0.2859
C -3.4340 -0.7955 -0.8852
O -2.3331 -0.3668 -1.7311
H -2.8974 -2.9750 -1.0310
H -4.0802 -2.6117 0.1852
H -2.4229 -2.1656 0.5009
H -3.5960 -0.0700 -0.0880
H -4.3065 -0.8632 -1.5350
H -2.4762 -0.8270 -2.5614
C 1.2892 -0.7329 3.3147
C 0.6775 -1.4443 2.1398
O -0.4992 -0.7254 1.7753
H 0.5639 -0.7248 4.1283
H 1.4449 0.3154 3.0601
H 2.2032 -1.2400 3.6238
H 0.3111 -2.4625 2.2707
H 1.3505 -1.4218 1.2826
H -1.0877 -0.6845 2.5327
C 3.3426 2.6720 1.8583
C 2.0988 2.7576 1.0212
O 1.8370 1.5280 0.2843
H 4.2377 2.3481 1.3273
H 3.0652 2.1274 2.7608
H 3.5779 3.7096 2.0952
H 2.1972 3.5907 0.3252
H 1.2631 2.9386 1.6972
H 2.6592 1.2843 -0.1473
C -1.5825 2.5056 1.9278
O -1.3819 2.7994 0.5753
H -0.8013 1.8861 2.3684
H -1.7089 3.3509 2.6042
H -2.5211 1.9545 1.9851
H -0.9787 3.6697 0.6154
C 0.7522 1.2366 -3.5564
O -0.1256 2.0339 -2.8601
H 0.3248 0.2765 -3.8454
H 1.1276 1.8251 -4.3936
H 1.6214 1.0058 -2.9406
H -0.9039 2.0968 -3.4186
```



Record 3
C3H8O3Si in the gas phase. Source: the OMol25 dataset; level of theory: ωB97M-V/def2-TZVPD.

Properties
* relative energy (zero: lowest compared OMol25 entry of this formula, charge and spin): 15.6 kcal/mol
* charge: 0
* DFT total energy: -634.4185 a.u.
* Kohn-Sham gap: 9.44 eV

The geometry in XYZ format:
```
15
C3H8O3Si ωB97M-V/def2-TZVPD
C -1.7849 -0.9064 -0.8188
C -1.6954 0.1687 -0.0854
C -0.6066 0.3598 0.8790
Si 1.2426 0.2477 0.1121
O 1.3852 -1.2847 -0.3870
O 2.2777 0.6329 1.2873
O 1.0754 1.2602 -1.0952
H -2.5328 -1.1334 -1.4140
H -1.0545 -1.7616 -0.8607
H -2.3864 1.0141 -0.2481
H -0.7309 -0.0399 1.8726
H -0.5927 1.4058 1.0900
H 1.9416 -2.0195 0.0966
H 3.1306 1.0394 1.3015
H 0.3313 1.0170 -1.7298
```



Record 4
A molecular structure, C12H26MnN6O6S. Source: the OMol25 dataset; level of theory: ωB97M-V/def2-TZVPD.

Properties
* relative energy (zero: lowest compared OMol25 entry of this formula, charge and spin): 46.8 kcal/mol
* charge: 0
* DFT total energy: -2801.5982 a.u.
* spin multiplicity: 6
* Kohn-Sham gap (alpha / beta): 3.86 / 6.43 eV

The geometry in XYZ format:
```
52
C12H26MnN6O6S ωB97M-V/def2-TZVPD
O 0.4181 3.6149 -1.0583
H 0.0297 4.3304 -1.6241
Mn -0.4051 -0.0781 -0.5224
N -2.0304 0.7441 -0.1040
N -0.0067 0.7306 1.5174
N -0.6067 -1.2272 -1.8331
N 1.4573 -0.9405 -0.2787
O -2.9460 0.5089 -1.0108
O -1.6587 -1.0021 -2.6528
O 2.3185 -0.8863 0.7510
O 0.8454 0.3375 2.4180
C -1.0584 1.4880 1.9287
C -2.1460 1.5667 0.9697
C 0.4526 -2.0292 -2.1296
C 1.5800 -1.9331 -1.1797
C -3.3351 2.4411 1.0604
H -3.1767 3.3051 0.3798
H -3.4421 2.7818 2.1033
H -4.2190 1.8688 0.7197
C -1.0640 2.0794 3.3005
H -0.2705 2.8299 3.4215
H -0.8788 1.2986 4.0476
H -2.0209 2.5538 3.5311
C 0.3432 -3.0347 -3.2035
C 2.6864 -2.9195 -1.0741
H -0.3542 -2.5678 -3.9300
H -0.1447 -3.9437 -2.7600
H 1.3566 -3.2447 -3.6485
H 3.2198 -2.8604 -0.1223
H 3.4267 -2.7897 -1.8656
H 2.2905 -3.9297 -1.1698
H -2.3496 -0.3278 -2.0293
H 1.7373 -0.3333 1.4972
C 2.1118 3.7538 -0.2582
H 1.7736 4.4804 0.4749
H 2.0215 3.2796 -1.1979
H 2.3479 2.8871 0.3241
O -0.0833 1.2521 -1.8283
H 0.1077 2.5989 -1.6185
H -0.5706 1.1861 -2.7198
S -1.4583 -2.4523 0.5891
C -0.5446 -2.8141 1.9823
N -0.7710 -2.3435 3.2389
C 0.2586 -2.7771 4.1847
C 1.1232 -3.7165 3.3609
N 0.5144 -3.6636 2.0406
H -1.4596 -1.6242 3.4194
H -0.2071 -3.2797 5.0316
H 0.8043 -1.9013 4.5361
H 1.0957 -4.7321 3.7446
H 2.1533 -3.3798 3.2944
H 0.8733 -4.1074 1.2060
```



Record 5
C8H7N3O in the gas phase. Source: the OMol25 dataset; level of theory: ωB97M-V/def2-TZVPD.

Properties
* relative energy (zero: lowest compared OMol25 entry of this formula, charge and spin): 106.4 kcal/mol
* charge: 0
* DFT total energy: -548.4284 a.u.
* Kohn-Sham gap: 9.32 eV

The geometry in XYZ format:
```
19
C8H7N3O ωB97M-V/def2-TZVPD
N -1.6057 1.9299 -0.6417
C -1.8674 0.6398 -0.2204
N -2.9842 0.1710 0.0235
O -2.7699 -1.1814 0.3371
N -1.5107 -1.3955 0.3137
C -0.7886 -0.3338 0.0367
C 0.6002 -0.1904 0.0673
C 1.3978 -1.2615 -0.3204
C 2.7297 -1.0927 -0.4773
C 3.3637 0.0727 -0.0625
C 2.5866 1.1735 0.4564
C 1.2239 0.9663 0.5541
H -0.6824 2.2895 -0.7023
H -2.3474 2.5141 -0.5762
H 0.9027 -2.3331 -0.8006
H 3.4750 -1.7625 -0.7272
H 4.3529 0.1206 0.0222
H 3.1048 2.0767 0.9068
H 0.5821 1.7657 1.1075
```



Record 6
A molecular structure, C21H12CeN13. Source: the OMol25 dataset; level of theory: ωB97M-V/def2-TZVPD.

Properties
* relative energy (zero: lowest compared OMol25 entry of this formula, charge and spin): 4.4 kcal/mol
* charge: +1
* DFT total energy: -1994.0073 a.u.
* Kohn-Sham gap: 5.58 eV

The geometry in XYZ format:
```
47
C21H12CeN13 ωB97M-V/def2-TZVPD
Ce -1.6748 -1.1345 0.5725
N -3.0852 -3.9878 2.7779
C -3.8214 -3.5344 1.7277
N -5.0011 -3.9432 1.3575
N -5.3157 -3.1881 0.2700
N -4.3870 -2.3646 -0.0148
N -3.3851 -2.5501 0.9071
C -1.8511 -3.4944 3.0685
N -1.0961 -3.8871 4.0613
N 0.0253 -3.1388 3.9747
N -0.0249 -2.3291 2.9916
N -1.2309 -2.5183 2.3598
H -3.4566 -4.7242 3.3604
N 8.5339 0.9774 4.6008
C 7.5258 0.9309 4.0531
C 6.2615 0.8736 3.3656
C 5.3274 -0.1019 3.7003
C 4.1149 -0.1576 3.0402
C 3.8310 0.7641 2.0409
C 4.7563 1.7391 1.7030
C 5.9701 1.7932 2.3645
N 2.5678 0.7109 1.3518
C 2.1432 1.5513 0.3342
C 0.9045 1.1450 -0.0164
N 0.5516 0.0601 0.7799
C 1.5851 -0.1648 1.5867
H 5.5519 -0.8172 4.4792
H 3.4066 -0.9247 3.3204
H 4.5541 2.4663 0.9302
H 6.6948 2.5519 2.1042
H 2.7404 2.3544 -0.0548
H 0.2498 1.5364 -0.7748
H 1.5974 -0.9345 2.3367
N -4.2551 3.2898 -8.4056
C -3.9488 2.8441 -7.3928
C -3.5599 2.2841 -6.1233
C -4.3952 2.4293 -5.0178
C -4.0217 1.8951 -3.8009
C -2.8068 1.2144 -3.6842
C -1.9721 1.0695 -4.7974
C -2.3494 1.6018 -6.0135
C -2.4174 0.6556 -2.4295
C -2.0869 0.1754 -1.3541
H -5.3328 2.9571 -5.1212
H -4.6656 1.9956 -2.9380
H -1.0369 0.5354 -4.6994
H -1.7151 1.4938 -6.8821
```



Record 7
A molecular structure, C9H18F2O9V. Source: the OMol25 dataset; level of theory: ωB97M-V/def2-TZVPD.

Properties
* relative energy (zero: lowest compared OMol25 entry of this formula, charge and spin): 14.5 kcal/mol
* charge: +1
* DFT total energy: -2174.4435 a.u.
* spin multiplicity: 3
* Kohn-Sham gap (alpha / beta): 9.08 / 9.34 eV

The geometry in XYZ format:
```
39
C9H18F2O9V ωB97M-V/def2-TZVPD
V 1.6450 -1.0555 -0.5947
F 1.3929 0.4383 -0.0155
F 1.5738 -2.3333 0.4875
C -2.0038 -1.9177 -0.6994
O -1.9340 -1.0377 -1.8664
C -0.8757 -1.1020 -2.5539
O 0.2509 -1.2783 -1.9859
O -1.0285 -0.8690 -3.8164
C 0.0610 -1.5046 -4.6516
H -1.8310 -1.3556 0.1626
H -1.4262 -2.8358 -0.8169
H -3.0489 -2.1400 -0.6199
H 0.8534 -0.7935 -4.4710
H -0.3821 -1.4681 -5.6806
H 0.1172 -2.5136 -4.2736
C 4.7289 -2.6485 -0.0627
O 5.3981 -1.6192 -0.7515
C 4.6960 -0.7040 -1.2993
O 3.4717 -0.7054 -1.4153
O 5.5287 0.1458 -1.8161
C 5.2944 1.4057 -2.5856
H 4.2405 -2.2182 0.8550
H 5.5472 -3.3051 0.2418
H 4.0615 -3.1965 -0.7442
H 6.2102 1.5433 -3.1257
H 5.1658 2.2459 -1.9058
H 4.4150 1.2968 -3.1820
C -3.2337 3.5233 2.7234
O -3.9117 2.5979 3.6458
C -5.0028 3.1163 4.1865
O -5.3590 4.2737 4.2366
O -5.7124 2.1772 4.7938
C -5.1028 0.8990 4.9967
H -3.8804 4.3338 2.4004
H -2.7771 2.9375 1.9849
H -2.3927 4.0070 3.2266
H -4.1083 1.0528 5.3753
H -4.8617 0.3475 4.0301
H -5.7794 0.2601 5.5868
```



Record 8
A molecular structure, C48H36ClN4O8Pb. Source: the OMol25 dataset; level of theory: ωB97M-V/def2-TZVPD.

Properties
* charge: +1
* DFT total energy: -3324.1894 a.u.
* Kohn-Sham gap (alpha / beta): 4.47 / 4.47 eV

The geometry in XYZ format:
```
98
C48H36ClN4O8Pb ωB97M-V/def2-TZVPD
Pb -0.0080 1.1607 -0.7939
C 7.0651 1.7141 6.5181
O 6.9968 2.2632 5.2114
C 5.9275 1.9847 4.4559
C 4.8610 1.1814 4.8564
C 3.7954 0.9773 3.9983
C 3.7836 1.5266 2.7157
C 4.8687 2.3194 2.3176
C 5.9113 2.5599 3.1794
C 2.6588 1.2522 1.8127
C 2.9540 0.6006 0.5888
C 4.2618 0.1964 0.1588
C 4.0956 -0.5242 -0.9791
C 2.6854 -0.5651 -1.2371
N 2.0208 0.1316 -0.2768
C 2.0857 -1.3790 -2.2238
C 0.6845 -1.6462 -2.3456
C 0.1082 -2.5260 -3.3191
C -1.2369 -2.4597 -3.1600
C -1.4836 -1.5448 -2.0791
C -2.7684 -1.1430 -1.6693
C -3.9181 -1.7876 -2.3188
C -4.8793 -1.0284 -3.0019
C -5.9410 -1.6392 -3.6246
C -6.1059 -3.0275 -3.5520
O -7.1809 -3.5245 -4.1774
C -7.4366 -4.9182 -4.0832
C -5.1704 -3.7910 -2.8547
C -4.0837 -3.1724 -2.2642
C -3.0663 -0.1804 -0.6584
N -2.1344 0.4114 0.1150
C -2.8002 1.1835 1.0235
C -2.1807 1.9452 2.0322
C -3.0415 2.7465 2.9088
C -2.8023 4.1234 3.0503
C -3.6135 4.9007 3.8399
C -4.6683 4.3217 4.5561
O -5.3963 5.1547 5.3087
C -6.4929 4.6278 6.0413
C -4.8919 2.9484 4.4550
C -4.0967 2.1804 3.6249
C -0.7806 1.9902 2.3149
C -0.2365 2.5265 3.5317
C 1.1051 2.3172 3.4863
C 1.3703 1.6257 2.2582
N 0.2122 1.4496 1.5676
C -4.2155 1.0943 0.7858
C -4.3827 0.2141 -0.2334
N -0.2860 -1.0522 -1.6237
C 2.9823 -2.0809 -3.1376
C 2.9365 -3.4724 -3.2713
C 3.8033 -4.1392 -4.1130
C 4.7152 -3.4153 -4.8869
O 5.5736 -3.9640 -5.7554
C 5.5665 -5.3762 -5.9178
C 4.7605 -2.0218 -4.7645
C 3.9314 -1.3657 -3.8877
H 7.9892 2.0881 6.9472
H 7.0973 0.6226 6.4880
H 6.2221 2.0394 7.1315
H 4.8532 0.7106 5.8297
H 2.9726 0.3467 4.3113
H 4.8613 2.7795 1.3371
H 6.7394 3.1971 2.8986
H 5.1860 0.4039 0.6682
H 4.8582 -1.0099 -1.5627
H 0.6403 -3.0874 -4.0662
H -1.9844 -2.9589 -3.7497
H -4.7587 0.0448 -3.0767
H -6.6714 -1.0685 -4.1826
H -8.3315 -5.0956 -4.6707
H -7.6159 -5.2116 -3.0464
H -6.6146 -5.5070 -4.4953
H -5.2830 -4.8623 -2.7654
H -3.3703 -3.7692 -1.7104
H -1.9924 4.5809 2.4965
H -3.4545 5.9670 3.9291
H -6.9640 5.4794 6.5211
H -6.1548 3.9230 6.8041
H -7.2130 4.1381 5.3824
H -5.6743 2.4719 5.0288
H -4.2619 1.1123 3.5657
H -0.8040 2.9908 4.3192
H 1.8443 2.6062 4.2133
H -4.9825 1.6291 1.3179
H -5.3105 -0.1267 -0.6584
H 2.2529 -4.0443 -2.6560
H 3.7755 -5.2185 -4.1544
H 6.3100 -5.5940 -6.6776
H 4.5900 -5.7292 -6.2556
H 5.8414 -5.8765 -4.9866
H 5.4595 -1.4727 -5.3815
H 3.9693 -0.2884 -3.8147
O 1.1736 3.4877 -3.7009
Cl 1.9200 2.4050 -3.1762
O 3.1570 2.2215 -3.8567
O 2.1733 2.6182 -1.7612
O 1.1329 1.1722 -3.2869
```